[1]
13
Properties=species:S:1:pos:R:3 method="wB97M-V/def2-TZVPD" fmax_ev_per_a=4.50 orbital_gap_ev=5.5821 total_charge=0
Ba -1.37941 1.94644 -1.00488
O 0.23328 1.03657 1.45046
H 0.40716 2.34016 1.72449
N 0.57046 0.22867 0.37512
S -0.26383 -1.07801 0.05886
O -0.58097 -1.98542 1.15374
O -1.39349 -0.61570 -0.82956
C 0.71092 -2.16454 -1.11833
F 1.71272 -2.71883 -0.45292
F 1.19472 -1.43132 -2.10809
F -0.06120 -3.11590 -1.61935
O -0.34935 3.53673 0.83893
H -0.80101 4.02116 1.53153

[2]
24
Properties=species:S:1:pos:R:3 method="wB97M-V/def2-TZVPD" fmax_ev_per_a=4.77 orbital_gap_ev="7.5191 / 7.5185" relative_energy_kcal_mol=71.1 total_charge=+1
C -0.06397 1.44523 0.52396
C -1.01140 -1.13501 0.02462
C -0.08964 2.02299 -0.87815
C 2.37458 1.34596 0.59138
C -1.07661 -3.54798 -0.92341
C 1.07823 0.90805 1.28121
C -0.58630 -2.00517 -1.05959
N -1.10869 1.81904 1.20127
I -2.69797 -1.51580 1.12773
H 0.43320 3.05690 -0.94655
H -1.03365 2.11001 -1.34579
H 0.69399 1.49917 -1.56355
H 2.58604 2.42181 0.43005
H 2.43192 1.07420 -0.43033
H 3.13652 0.82500 1.27871
H -2.02210 -3.84042 -1.47138
H -1.06251 -3.77372 0.17164
H -0.30477 -4.30358 -1.44697
H 1.01056 1.16845 2.34860
H 1.03176 -0.18043 1.13248
H -1.00779 -1.43815 -1.89265
H 0.44845 -1.98294 -1.19516
H -1.25814 1.61258 2.15498
H -1.90169 2.41381 0.88690